[1]
C9H13N3O8 | wB97M-V/def2-TZVPD

```
33
C9H13N3O8 (wB97M-V/def2-TZVPD)
N -10.30550 -4.50142 -19.38236
O -9.07573 -4.42499 -19.68381
O -11.25647 -4.32428 -20.12637
O -10.51482 -4.86975 -18.26373
C -9.81203 -6.82911 -20.80459
C -8.98041 -7.57606 -19.70769
O -8.16293 -6.71097 -19.08003
H -10.09997 -5.80322 -20.57493
H -10.64122 -7.35848 -21.27394
H -9.21674 -6.49334 -21.65370
H -8.35119 -8.40190 -20.03959
H -9.55722 -8.03825 -18.90658
C -10.43736 -2.08694 -21.36197
N -11.74335 -1.47874 -20.73783
O -11.79916 -1.24175 -19.54891
O -12.63967 -1.32360 -21.57190
H -9.54176 -1.64328 -20.92701
H -10.53715 -2.15180 -22.44546
H -10.47076 -3.13429 -21.06188
C -14.22204 -2.41724 -17.43416
C -14.00908 -2.63968 -16.07294
C -13.20983 -3.68253 -15.58628
C -12.60847 -4.52374 -16.50347
C -12.64599 -4.26346 -17.81448
C -13.44971 -3.22515 -18.27621
N -11.90415 -5.74938 -15.98546
O -10.73061 -5.99696 -16.26346
O -12.55854 -6.42258 -15.25712
H -14.81028 -1.58860 -17.79984
H -14.39423 -1.87568 -15.41388
H -13.07218 -3.93937 -14.54633
H -12.22205 -5.03247 -18.44321
H -13.62767 -3.12605 -19.33683
```

## Properties
Kohn-Sham gap = 3.755 eV
net charge = -2
lowest unoccupied orbital energy = 5.137 eV
energy relative to the best compared isomer or geometry (same formula, charge and spin) = 3.7788 eV

[2]
C12H41N3O7 | wB97M-V/def2-TZVPD

```
63
C12H41N3O7 (wB97M-V/def2-TZVPD)
O 20.43755 5.98617 10.69351
H 19.75063 6.03205 10.02849
H 20.79455 6.87349 10.73140
O 17.78186 4.76021 1.70107
H 17.20829 5.50453 1.51876
H 17.96156 4.81987 2.63936
O 16.97634 4.75619 7.08089
H 16.71173 3.97060 7.55950
H 16.24768 5.36567 7.19849
O 14.15687 9.22440 5.02710
H 13.27470 8.92828 5.25143
H 14.30083 8.89830 4.13875
C 24.37543 -1.30377 2.31262
C 23.99974 -0.28857 3.33132
C 22.48227 -0.16112 3.44482
O 21.91350 -1.47789 3.52593
C 20.51392 -1.43727 3.34908
N 24.62354 -0.73598 4.56130
H 25.45090 -1.47992 2.29165
H 23.94571 -1.16576 1.32045
H 23.99503 -2.26724 2.65187
H 24.37592 0.71747 3.14563
H 22.21714 0.41928 2.56111
H 22.22629 0.49340 4.27799
H 20.29896 -1.52865 2.28440
H 20.08434 -0.59842 3.89672
H 20.13453 -2.32042 3.86308
H 24.13497 -1.59377 4.77481
H 24.18871 -0.24257 5.32783
C 7.09481 -0.42830 4.69052
C 7.76208 0.49605 5.68312
C 8.84197 1.37248 5.06918
O 9.96761 0.62555 4.65673
C 10.94928 1.43721 4.00240
N 6.69946 1.20132 6.45394
H 6.48419 -1.11795 5.27331
H 7.72639 -1.12817 4.14336
H 6.49631 0.10399 3.95122
H 8.24799 -0.12355 6.43683
H 9.19431 2.15621 5.73980
H 8.32137 1.88183 4.25823
H 11.66855 0.77889 3.51522
H 11.47699 2.08151 4.70561
H 10.68018 2.13815 3.21223
H 6.11382 0.59187 7.00683
H 7.00560 1.88573 7.13068
C 13.61753 2.51405 11.88370
C 14.17093 1.07371 11.98511
C 13.37379 0.01438 12.82494
O 12.11877 -0.02353 12.26832
C 11.27657 -1.06105 12.83122
N 14.21748 0.61387 10.52815
H 13.18139 2.98675 12.76372
H 12.79485 2.57300 11.17109
H 14.43295 3.19852 11.64983
H 15.20642 1.13875 12.31923
H 13.42864 0.27107 13.88286
H 13.84704 -0.95750 12.68495
H 10.53664 -1.36687 12.09158
H 10.78134 -0.68446 13.72623
H 11.74643 -2.01040 13.08826
H 14.76290 -0.22670 10.40143
H 13.31634 0.21099 10.31429
```

## Properties
Kohn-Sham gap = 9.431 eV
lowest unoccupied orbital energy = 0.248 eV
energy relative to the best compared isomer or geometry (same formula, charge and spin) = 2.7190 eV
structure (SMILES) = COC[C@H](C)N.COC[C@H](C)N.COC[C@H](C)N.O.O.O.O

[3]
C5H11NO | wB97M-V/def2-TZVPD

```
18
C5H11NO (wB97M-V/def2-TZVPD)
C 0.12323 -1.44463 -1.67239
C 0.91645 -1.17379 -0.39101
N 0.32211 -0.08931 0.39180
C -0.34633 -0.39314 1.64161
C 0.27666 1.14039 -0.20875
O 0.91662 1.37577 -1.22558
C -0.66012 2.17962 0.37450
H 0.63467 -2.18387 -2.29655
H 0.03189 -0.51594 -2.24160
H -0.87710 -1.82836 -1.44588
H 1.94250 -0.89400 -0.64813
H 0.95000 -2.06815 0.24207
H 0.21294 -1.16253 2.18211
H -0.37780 0.48590 2.28722
H -1.37415 -0.75232 1.50672
H -0.60977 3.05015 -0.27996
H -0.39396 2.47629 1.39282
H -1.68785 1.79792 0.39100
```

## Properties
Kohn-Sham gap = 10.030 eV
lowest unoccupied orbital energy = 0.890 eV
energy relative to the best compared isomer or geometry (same formula, charge and spin) = 0.4317 eV
structure (SMILES) = CCN(C)C(C)=O

[4]
C23H33FN2O7S5 | wB97M-V/def2-TZVPD

```
71
C23H33FN2O7S5 (wB97M-V/def2-TZVPD)
C -0.69370 -5.40530 0.33796
C -0.99351 -4.46607 -0.32591
C -1.23737 -3.27522 -1.12962
C -1.59552 -2.07032 -0.28550
C -1.50288 -0.81975 -0.77527
C -1.09404 -0.49775 -2.08922
C -0.81148 -0.17885 -3.20357
C -1.82824 0.31130 0.16176
O -2.42337 1.30350 -0.16575
C -1.37376 0.09528 1.56251
C -0.79300 1.23990 2.32197
C 0.43638 1.76645 1.54045
S 1.94528 1.62539 2.52053
C 2.90496 0.79822 1.35352
N 2.80210 0.87280 0.05256
N 3.72235 0.01315 -0.45122
C 4.32975 -0.53186 0.55236
O 3.86510 -0.06188 1.73739
C -1.48627 -1.15056 2.02377
F -1.14781 -1.50201 3.26691
C -2.03982 -2.21106 1.12878
O -2.80962 -3.04952 1.51184
H -0.64117 -6.36349 0.78833
H -0.28476 -3.04069 -1.60154
H -1.97755 -3.46994 -1.89754
H -0.54526 0.21935 -4.16760
H -1.50607 2.05100 2.41756
H -0.48103 0.89822 3.30086
H 0.60830 1.16142 0.65710
H 0.30486 2.77792 1.18212
H 5.09095 -1.27984 0.50404
C 1.29293 1.32036 -8.00833
S 0.98411 1.77328 -6.30048
O -0.22690 1.01492 -5.87290
C 0.44567 3.45169 -6.63236
H 1.59871 0.27677 -8.02583
H 0.38145 1.44778 -8.59197
H 2.09377 1.94328 -8.40577
H -0.40875 3.43546 -7.30859
H 1.27077 4.01388 -7.06901
H 0.15697 3.90203 -5.68543
C -7.04362 4.36838 0.63759
S -5.47057 4.27194 -0.22891
O -5.66664 4.91644 -1.55247
C -5.51189 2.49726 -0.49139
H -7.23701 5.41511 0.86182
H -7.83645 3.97548 0.00105
H -6.98126 3.80081 1.56610
H -6.41012 2.22994 -1.04885
H -5.49417 1.98872 0.47267
H -4.62742 2.22093 -1.06003
C 2.64660 -0.29926 7.08386
S 1.81940 1.29175 7.19754
O 1.01113 1.44442 5.96235
C 3.29890 2.28789 6.97841
H 1.88619 -1.07403 7.15140
H 3.16498 -0.37407 6.12770
H 3.34912 -0.40284 7.91084
H 3.77280 2.03475 6.02983
H 3.98251 2.10938 7.80842
H 2.99796 3.33302 6.97179
C 2.21403 -5.49377 -0.31738
S 1.93405 -3.87055 -1.03642
O 1.39167 -4.08618 -2.39979
C 3.67184 -3.44252 -1.22803
H 1.24245 -5.95658 -0.15928
H 2.80519 -6.10124 -1.00281
H 2.72685 -5.38410 0.63843
H 4.17321 -4.18202 -1.85310
H 4.14224 -3.39368 -0.24602
H 3.71549 -2.46456 -1.70421
```

## Properties
Kohn-Sham gap = 7.802 eV
lowest unoccupied orbital energy = -0.754 eV

Copy entry 4 word for word.
C23H33FN2O7S5 | wB97M-V/def2-TZVPD

```
71
C23H33FN2O7S5 (wB97M-V/def2-TZVPD)
C -0.69370 -5.40530 0.33796
C -0.99351 -4.46607 -0.32591
C -1.23737 -3.27522 -1.12962
C -1.59552 -2.07032 -0.28550
C -1.50288 -0.81975 -0.77527
C -1.09404 -0.49775 -2.08922
C -0.81148 -0.17885 -3.20357
C -1.82824 0.31130 0.16176
O -2.42337 1.30350 -0.16575
C -1.37376 0.09528 1.56251
C -0.79300 1.23990 2.32197
C 0.43638 1.76645 1.54045
S 1.94528 1.62539 2.52053
C 2.90496 0.79822 1.35352
N 2.80210 0.87280 0.05256
N 3.72235 0.01315 -0.45122
C 4.32975 -0.53186 0.55236
O 3.86510 -0.06188 1.73739
C -1.48627 -1.15056 2.02377
F -1.14781 -1.50201 3.26691
C -2.03982 -2.21106 1.12878
O -2.80962 -3.04952 1.51184
H -0.64117 -6.36349 0.78833
H -0.28476 -3.04069 -1.60154
H -1.97755 -3.46994 -1.89754
H -0.54526 0.21935 -4.16760
H -1.50607 2.05100 2.41756
H -0.48103 0.89822 3.30086
H 0.60830 1.16142 0.65710
H 0.30486 2.77792 1.18212
H 5.09095 -1.27984 0.50404
C 1.29293 1.32036 -8.00833
S 0.98411 1.77328 -6.30048
O -0.22690 1.01492 -5.87290
C 0.44567 3.45169 -6.63236
H 1.59871 0.27677 -8.02583
H 0.38145 1.44778 -8.59197
H 2.09377 1.94328 -8.40577
H -0.40875 3.43546 -7.30859
H 1.27077 4.01388 -7.06901
H 0.15697 3.90203 -5.68543
C -7.04362 4.36838 0.63759
S -5.47057 4.27194 -0.22891
O -5.66664 4.91644 -1.55247
C -5.51189 2.49726 -0.49139
H -7.23701 5.41511 0.86182
H -7.83645 3.97548 0.00105
H -6.98126 3.80081 1.56610
H -6.41012 2.22994 -1.04885
H -5.49417 1.98872 0.47267
H -4.62742 2.22093 -1.06003
C 2.64660 -0.29926 7.08386
S 1.81940 1.29175 7.19754
O 1.01113 1.44442 5.96235
C 3.29890 2.28789 6.97841
H 1.88619 -1.07403 7.15140
H 3.16498 -0.37407 6.12770
H 3.34912 -0.40284 7.91084
H 3.77280 2.03475 6.02983
H 3.98251 2.10938 7.80842
H 2.99796 3.33302 6.97179
C 2.21403 -5.49377 -0.31738
S 1.93405 -3.87055 -1.03642
O 1.39167 -4.08618 -2.39979
C 3.67184 -3.44252 -1.22803
H 1.24245 -5.95658 -0.15928
H 2.80519 -6.10124 -1.00281
H 2.72685 -5.38410 0.63843
H 4.17321 -4.18202 -1.85310
H 4.14224 -3.39368 -0.24602
H 3.71549 -2.46456 -1.70421
```

## Properties
Kohn-Sham gap = 7.802 eV
lowest unoccupied orbital energy = -0.754 eV

Q: Number 2 is which compound?
A: C12H41N3O7

Q: lowest unoccupied orbital energy of number 3 (C5H11NO)?
A: 0.890 eV